Record 1
Here is 10 unconnected molecules or ions with the total composition C28H45NO34S7 at a distorted geometry from the OMol25 dataset. Energies are from ωB97M-V/def2-TZVPD.

Computed properties:
lowest unoccupied orbital energy = -0.580 eV
largest force on an atom = 8.451 eV/A
ΔE to the lowest compared entry with this formula, charge and spin = 213.9 kcal per mole
net charge = 0
calculated total energy = -6493.592379 a.u.
highest occupied orbital energy = -9.89 eV

XYZ file:
```
115
C28H45NO34S7 ωB97M-V/def2-TZVPD
O 1.597 9.041 4.815
N 1.613 7.900 5.138
O 0.661 7.357 5.659
C 2.805 7.077 4.764
C 3.660 7.396 3.669
C 4.822 6.679 3.483
C 5.066 5.521 4.280
C 4.175 5.062 5.228
C 3.033 5.877 5.422
H 3.557 8.261 3.030
H 5.447 6.870 2.623
H 5.821 4.864 3.875
H 4.143 4.064 5.640
H 2.350 5.499 6.169
O 6.839 2.112 -2.837
S 7.503 1.355 -1.770
O 8.574 1.982 -0.985
O 6.361 0.563 -0.861
C 6.070 -0.745 -1.538
C 6.946 -0.810 -2.800
O 8.090 -0.029 -2.458
H 6.407 -1.496 -0.823
H 4.989 -0.760 -1.679
H 6.462 -0.264 -3.609
H 7.412 -1.761 -3.061
O -7.546 5.496 -7.113
S -7.730 4.121 -6.719
O -9.123 3.642 -6.993
O -6.505 3.215 -7.403
C -5.785 2.436 -6.480
C -5.903 3.343 -5.258
O -7.197 3.818 -5.157
H -6.412 1.545 -6.472
H -4.784 2.101 -6.750
H -5.340 4.277 -5.280
H -5.741 2.761 -4.350
O 1.832 -2.238 9.366
S 1.845 -0.919 9.979
O 0.906 0.081 9.413
O 1.780 -0.932 11.642
C 3.058 -1.081 12.189
C 4.082 -0.797 11.123
O 3.354 -0.387 9.943
H 3.060 -0.451 13.078
H 3.248 -2.081 12.578
H 4.748 -1.641 10.943
H 4.811 -0.008 11.310
O -6.483 -4.612 -4.268
S -6.148 -5.990 -3.908
O -7.172 -6.862 -3.393
O -5.368 -6.576 -5.230
C -4.251 -7.270 -4.903
C -3.648 -6.626 -3.655
O -4.723 -6.079 -2.989
H -4.663 -8.247 -4.650
H -3.493 -7.411 -5.673
H -2.965 -5.826 -3.939
H -3.081 -7.360 -3.083
O -8.232 -1.095 5.815
S -6.885 -1.256 5.397
O -5.734 -0.441 5.904
O -6.495 -2.837 5.603
C -6.574 -3.630 4.352
C -7.320 -2.707 3.378
O -6.988 -1.399 3.764
H -5.525 -3.783 4.098
H -7.084 -4.541 4.667
H -8.400 -2.859 3.383
H -7.003 -2.967 2.368
O -2.531 -8.470 1.645
S -1.529 -8.445 2.703
O -2.038 -8.719 4.051
O -0.102 -9.261 2.190
C 0.660 -8.430 1.282
C 0.245 -6.987 1.654
O -0.758 -7.006 2.708
H 1.696 -8.507 1.612
H 0.506 -8.770 0.258
H -0.217 -6.643 0.729
H 0.980 -6.193 1.779
O 2.829 0.452 -7.024
S 2.009 0.073 -8.210
O 1.725 1.033 -9.298
O 2.528 -1.494 -8.829
C 2.360 -2.425 -7.869
C 0.994 -2.058 -7.425
O 0.659 -0.784 -7.825
H 2.466 -3.476 -8.139
H 3.033 -2.141 -7.060
H 0.963 -2.169 -6.341
H 0.280 -2.748 -7.874
O 0.633 6.140 -5.869
C 1.691 6.524 -5.398
C 2.249 6.347 -3.959
C 3.448 7.366 -3.946
C 3.698 7.306 -5.476
O 2.558 7.059 -6.163
H 1.521 6.682 -3.220
H 2.409 5.286 -3.765
H 3.144 8.306 -3.486
H 4.308 6.983 -3.396
H 4.198 8.237 -5.741
H 4.424 6.519 -5.680
O -1.292 2.603 0.858
C -1.042 1.435 1.323
C -0.447 1.031 2.681
C -0.108 -0.375 2.479
C -0.968 -0.743 1.289
O -1.533 0.409 0.793
H 0.425 1.556 3.071
H -1.268 1.226 3.370
H 0.905 -0.581 2.134
H -0.352 -1.118 3.239
H -0.417 -1.191 0.463
H -1.764 -1.379 1.677
```

Results of the Mulliken charge analysis, in e, for atoms 1 through 6:
1 O -0.57
2 N 0.95
3 O -0.56
4 C 0.15
5 C -0.32
6 C -0.45

---

Record 2
Here is a molecular structure, C28H46BrN3P2PtS at a distorted geometry from the OMol25 dataset. Energies are from ωB97M-V/def2-TZVPD.

Computed properties:
lowest unoccupied orbital energy (alpha / beta) = -12.691 / -13.194 eV
largest force on an atom = 4.124 eV/A
expectation value of S² = 6.0453
spin multiplicity = 5
ΔE to the lowest compared entry with this formula, charge and spin = 0.0 kcal per mole
net charge = +4
calculated total energy = -5031.440164 a.u.
highest occupied orbital energy (alpha / beta) = -18.39 / -18.74 eV

XYZ file:
```
82
C28H46BrN3P2PtS ωB97M-V/def2-TZVPD
N -7.005 5.378 -5.386
C -6.851 5.976 -4.201
C -5.979 5.460 -3.226
C -5.245 4.265 -3.489
C -5.510 3.635 -4.724
C -6.340 4.260 -5.671
C -4.256 3.671 -2.575
Pt 0.122 0.177 0.903
P 5.182 -0.707 0.138
C -3.574 2.513 -2.833
C -2.473 2.127 -1.997
C -1.289 1.606 -2.568
C -0.151 1.392 -1.783
C -0.341 1.591 -0.400
C -1.397 2.344 0.159
C -2.533 2.462 -0.629
Br 2.061 -0.203 2.489
H -4.058 4.290 -1.681
H -3.749 1.920 -3.750
H -5.915 6.003 -2.287
H -5.085 2.664 -4.961
H -7.442 6.886 -4.035
H -6.457 3.805 -6.666
H -1.293 1.421 -3.651
H -3.477 2.825 -0.222
H 0.792 1.008 -2.180
H -1.349 2.690 1.193
P -0.516 -1.894 0.230
C 4.761 1.015 0.414
C 6.028 1.795 0.004
H 4.508 1.165 1.471
H 3.891 1.261 -0.210
H 5.997 2.832 0.342
H 6.922 1.317 0.438
H 6.158 1.801 -1.087
C 4.606 -1.160 -1.516
C 5.591 -2.216 -2.040
H 4.612 -0.263 -2.156
H 3.576 -1.537 -1.442
H 5.463 -2.402 -3.109
H 6.627 -1.887 -1.880
H 5.460 -3.172 -1.522
C 4.532 -1.867 1.342
C 5.437 -1.954 2.592
H 4.445 -2.856 0.851
H 3.501 -1.536 1.640
H 5.000 -2.631 3.334
H 6.422 -2.347 2.299
H 5.593 -0.981 3.079
C -0.442 -3.131 1.566
C -1.441 -4.290 1.491
H -0.546 -2.595 2.522
H 0.587 -3.516 1.548
H -2.431 -4.008 1.867
H -1.556 -4.683 0.475
H -1.083 -5.118 2.115
C 0.707 -2.380 -1.043
C 0.185 -2.461 -2.470
H 1.110 -3.345 -0.711
H 1.524 -1.648 -0.974
H -0.572 -3.245 -2.586
H -0.244 -1.512 -2.812
H 1.012 -2.706 -3.147
C -2.173 -1.915 -0.528
C -3.379 -1.668 0.385
H -2.267 -2.894 -1.029
H -2.158 -1.154 -1.326
H -3.962 -0.815 0.011
H -4.053 -2.537 0.378
H -3.116 -1.443 1.430
S -1.474 0.126 2.693
C -0.691 -0.192 4.180
N 0.176 0.659 4.759
C 0.743 0.102 5.976
C -0.063 -1.181 6.185
N -0.859 -1.268 4.968
H 0.730 1.297 4.192
H 0.574 0.800 6.799
H 1.822 -0.075 5.874
H -0.708 -1.078 7.070
H 0.576 -2.062 6.317
H -1.531 -2.004 4.783
```

Results of the Mulliken charge analysis, in e, for atoms 1 through 6:
1 N 0.05
2 C -0.37
3 C -0.43
4 C 0.74
5 C -0.43
6 C -0.38

---

Record 3
Here is 6 unconnected molecules or ions with the total composition C28H46FN3O8PS at a distorted geometry from the OMol25 dataset. Energies are from ωB97M-V/def2-TZVPD.

Computed properties:
lowest unoccupied orbital energy = -1.836 eV
largest force on an atom = 8.323 eV/A
net charge = -1
calculated total energy = -2699.503922 a.u.
highest occupied orbital energy = -3.04 eV

XYZ file:
```
88
C28H46FN3O8PS ωB97M-V/def2-TZVPD
C 8.182 0.883 4.673
C 7.266 2.051 4.452
C 6.211 2.197 3.190
C 5.055 1.035 3.230
O 5.436 -0.365 3.545
P 3.908 -1.270 3.562
O 2.816 0.130 3.636
C 3.685 1.256 4.103
N 3.077 2.634 4.241
C 2.802 2.759 5.605
S 2.794 3.215 7.279
H 8.694 0.730 5.732
H 8.423 0.122 3.792
H 7.281 2.966 5.218
H 6.879 2.183 2.210
H 5.684 3.256 3.196
H 4.656 1.007 2.118
H 4.800 -2.409 3.818
H 3.719 -1.265 4.991
H 2.836 -2.248 3.341
H 4.092 -1.249 2.115
H 3.904 0.965 5.225
C 0.928 1.855 1.591
O 0.857 1.403 0.244
C 0.706 -0.017 0.155
C -0.746 -0.404 -0.142
O -1.604 -0.081 0.956
C -2.346 1.114 0.726
H 0.810 2.941 1.596
H 0.142 1.417 2.212
H 1.910 1.609 2.010
H 1.066 -0.506 1.068
H 1.336 -0.353 -0.676
H -0.799 -1.488 -0.279
H -1.098 0.069 -1.067
H -3.144 0.918 0.004
H -1.711 1.925 0.364
H -2.798 1.423 1.672
C -9.392 -1.144 -7.826
N -8.364 -0.454 -7.020
C -7.715 0.608 -7.549
C -6.768 1.308 -6.798
C -6.482 0.922 -5.485
C -7.158 -0.197 -4.983
C -8.094 -0.872 -5.766
C -5.532 1.667 -4.638
C -5.943 2.217 -3.419
C -5.033 2.878 -2.595
N -3.738 2.994 -2.959
C -3.308 2.497 -4.141
C -4.190 1.832 -4.997
C -2.771 3.651 -2.059
H -8.926 -1.477 -8.756
H -10.194 -0.426 -8.020
H -9.784 -2.002 -7.275
H -7.970 0.896 -8.566
H -6.277 2.171 -7.247
H -6.964 -0.560 -3.975
H -8.632 -1.739 -5.391
H -6.980 2.141 -3.094
H -5.334 3.307 -1.642
H -2.257 2.625 -4.384
H -3.806 1.427 -5.932
H -2.307 4.475 -2.605
H -2.030 2.901 -1.768
H -3.285 4.032 -1.172
C 3.568 0.068 -3.433
C 4.470 -0.146 -2.205
O 4.022 -1.224 -1.580
H 2.521 0.233 -3.150
H 3.901 0.954 -3.987
H 3.608 -0.784 -4.124
H 4.457 0.815 -1.667
H 5.498 -0.159 -2.600
C 3.121 -6.876 4.209
C 2.996 -5.881 5.345
C 1.738 -5.069 5.293
O 2.115 -3.873 5.950
C 3.464 -3.741 5.772
O 4.100 -2.735 6.032
O 4.006 -4.889 5.261
H 4.010 -7.500 4.351
H 2.245 -7.530 4.154
H 3.248 -6.367 3.248
H 3.102 -6.393 6.310
H 0.910 -5.553 5.820
H 1.418 -4.821 4.275
F -4.994 5.386 -2.918
```

Results of the Mulliken charge analysis, in e, for atoms 1 through 6:
1 C -0.54
2 C -0.18
3 C -0.56
4 C 0.27
5 O -0.49
6 P 0.66